(1)
C38H55GdNO2P2 | ωB97M-V with the def2-TZVPD basis set

**Multiplicity**: 8
**Kohn-Sham gap (spin up / spin down)**: 4.82 / 5.30 eV
**ΔE to the lowest compared entry with this formula, charge and spin**: 0.00 kJ/mol
**E_LUMO (spin up / spin down)**: -3.29 / -2.82 eV
**Net charge**: +1
**Energy**: -85283.941 eV
**Molecular weight**: 777.06 g/mol
**HOMO level (spin up / spin down)**: -8.1 / -8.1 eV

Element x y z (Å)
Gd  -0.39809  -0.12749  1.21176
C  1.43385  0.89432  -0.58980
C  1.21504  1.95688  -1.50967
C  1.34732  2.87392  0.59153
C  1.64387  1.47621  0.72312
C  1.06663  3.14906  -0.76533
C  1.71804  -0.50717  -0.97847
H  0.94215  -0.96383  -1.62531
H  1.89480  -1.16753  -0.11365
H  2.66815  -0.53659  -1.54135
C  2.43963  0.84495  1.81700
H  3.38203  0.42718  1.42310
H  1.96053  0.01379  2.37575
H  2.71360  1.58884  2.57969
C  1.47009  3.85333  1.69533
H  2.44131  3.76197  2.20712
H  0.68581  3.68067  2.44621
H  1.35512  4.88752  1.34342
C  0.67113  4.46213  -1.35032
H  1.26726  4.69632  -2.24295
H  0.80052  5.27057  -0.62474
H  -0.38695  4.47515  -1.66313
C  1.18100  1.82649  -2.99268
H  2.02113  2.37133  -3.45880
H  0.24668  2.22678  -3.42124
H  1.28035  0.78356  -3.31272
C  -3.52884  -0.92885  -1.63386
C  -3.13573  -0.80640  -3.00790
C  -3.38866  0.17839  -4.02251
C  -4.10291  1.52764  -3.63346
C  -3.52393  2.46004  -2.72870
C  -2.78842  2.22603  -1.49182
C  -1.76541  1.00816  -1.30101
C  -2.19585  -0.41964  -0.89689
H  -3.93923  -0.29770  -4.86237
H  -5.12729  1.32100  -3.28746
H  -2.40012  0.42761  -4.46169
H  -2.31166  -0.53890  0.22252
H  -3.65868  -2.01982  -1.41474
H  -2.46192  -1.60598  -3.30428
H  -1.36957  -1.09781  -1.21601
H  -1.16126  0.93739  -2.21698
H  -2.11671  3.11037  -1.38221
H  -0.99916  1.41870  -0.57738
H  -4.24551  2.10712  -4.56313
H  -3.74799  3.50817  -2.95637
P  -4.95010  -0.41407  -0.57968
C  -5.70260  -1.58369  0.59837
C  -6.33650  -0.15184  -1.73132
P  -3.77694  2.45817  0.08705
C  -4.55766  0.90643  0.57908
C  -5.24146  3.49652  -0.32456
C  -3.11171  3.17892  1.60481
H  -5.54069  -1.24010  1.63110
H  -5.28873  -2.58990  0.48128
H  -6.79075  -1.61488  0.43227
H  -7.12536  -0.85755  -1.41430
H  -6.04289  -0.41842  -2.76011
H  -6.76699  0.86582  -1.70078
H  -3.93712  3.66996  2.15103
H  -2.33944  3.93566  1.40154
H  -2.69877  2.39342  2.26038
H  -3.95401  0.47780  1.41351
H  -5.54097  1.19588  1.01419
H  -4.96109  4.54738  -0.50164
H  -5.95079  3.47804  0.52241
H  -5.77007  3.14134  -1.22222
C  6.88383  -0.90391  3.11957
C  6.16309  -1.11663  1.80917
C  6.67040  -0.51970  0.66002
C  6.06700  -0.72676  -0.58413
C  4.96089  -1.56882  -0.67505
C  4.42318  -2.16247  0.48440
N  3.19125  -2.83169  0.34104
C  2.71107  -3.92359  1.12136
C  3.44880  -5.10963  1.21845
C  2.96795  -6.15085  2.01127
C  1.76330  -6.00543  2.71409
C  1.01549  -4.83405  2.60552
C  1.45912  -3.82758  1.74874
C  0.69418  -2.57789  1.57620
O  -0.07906  -2.34317  0.56656
O  0.79295  -1.63838  2.47327
C  5.00848  -1.91533  1.74702
C  4.39117  -2.46098  2.99133
H  6.27836  -0.33411  3.84116
H  7.14852  -1.86185  3.59076
H  7.81282  -0.34737  2.94154
H  7.57097  0.09127  0.75760
H  6.48248  -0.24258  -1.46826
H  4.47650  -1.77907  -1.63130
H  2.88046  -2.93149  -0.62556
H  4.39623  -5.18919  0.68254
H  3.53240  -7.08072  2.07486
H  1.39261  -6.82370  3.33446
H  0.07982  -4.68018  3.15019
H  3.33049  -2.18772  3.09161
H  4.47313  -3.55489  3.02509
H  4.90456  -2.07033  3.87642

(2)
C38H55IN3O10P2S3SbSeY | ωB97M-V with the def2-TZVPD basis set

**Multiplicity**: 2
**Kohn-Sham gap (spin up / spin down)**: 5.37 / 6.08 eV
**ΔE to the lowest compared entry with this formula, charge and spin**: 94.81 kJ/mol
**E_LUMO (spin up / spin down)**: 3.60 / 3.50 eV
**Net charge**: -2
**Energy**: -197372.919 eV
**Molecular weight**: 1288.55 g/mol
**HOMO level (spin up / spin down)**: -1.8 / -2.6 eV

Element x y z (Å)
Y  0.32378  -1.25285  -1.97752
C  0.25311  1.13790  5.82489
C  1.26376  0.21872  5.12457
C  2.61176  0.93904  5.08926
C  1.43100  -1.06474  5.94975
C  0.76285  -0.13011  3.72348
C  1.46290  0.18172  2.56446
C  0.97791  -0.15695  1.31328
Se  2.02888  0.39926  -0.27053
C  0.99793  1.98450  -0.53737
C  1.24895  3.08415  0.26254
C  0.48293  4.23001  0.13948
C  -0.56530  4.18306  -0.77894
C  -0.88451  3.08498  -1.56611
C  -0.02334  1.95018  -1.50867
O  -0.16915  0.91374  -2.30389
C  -2.14858  3.18713  -2.44422
C  -3.23416  3.96313  -1.67703
C  -2.78200  1.84208  -2.82670
C  -1.80215  3.95314  -3.72731
C  0.72655  5.49605  0.95771
C  1.87386  5.32021  1.95258
C  -0.53775  5.85696  1.75039
C  1.07853  6.65617  0.01681
C  -0.25492  -0.84551  1.16416
O  -0.69806  -1.18197  -0.02204
C  -0.99779  -1.13749  2.33770
C  -0.46179  -0.77880  3.56836
C  -2.37206  -1.80439  2.22348
C  -3.30393  -0.93354  1.36579
C  -3.03955  -1.98822  3.58816
C  -2.23408  -3.19250  1.58189
H  0.60759  1.41367  6.82328
H  0.10327  2.05185  5.24652
H  -0.71757  0.65167  5.93388
H  2.93754  1.15940  6.10937
H  3.38236  0.32734  4.61569
H  2.54931  1.88326  4.54434
H  1.79497  -0.83436  6.95611
H  0.48552  -1.60079  6.04669
H  2.14477  -1.73937  5.47182
H  2.41228  0.70075  2.61815
H  2.05790  3.02357  0.97922
H  -1.19314  5.06185  -0.87284
H  -3.42962  3.50096  -0.70651
H  -2.97433  5.01038  -1.50802
H  -4.16041  3.94771  -2.25644
H  -2.91723  1.19566  -1.95779
H  -3.76541  2.04528  -3.26613
H  -2.19290  1.29332  -3.55063
H  -1.36587  4.92919  -3.49521
H  -1.09260  3.38511  -4.33098
H  -2.70104  4.10795  -4.33246
H  1.66268  4.52323  2.66926
H  2.81126  5.07980  1.44750
H  2.02091  6.24813  2.51205
H  -0.84022  5.02398  2.38825
H  -0.36007  6.73199  2.38407
H  -1.37255  6.08632  1.08642
H  1.96790  6.41786  -0.56944
H  0.26535  6.85487  -0.68320
H  1.27121  7.57192  0.58548
H  -1.02752  -1.01244  4.46146
H  -3.42402  0.05403  1.81877
H  -2.90596  -0.80141  0.36189
H  -4.29091  -1.40248  1.29847
H  -3.19051  -1.03391  4.09850
H  -4.02040  -2.44856  3.44417
H  -2.45938  -2.64110  4.24549
H  -1.76174  -3.11299  0.60457
H  -1.62704  -3.84610  2.21514
H  -3.21990  -3.65288  1.45974
C  -3.44398  -3.83263  -2.31948
C  -2.54358  -3.82355  -3.54121
O  -3.08425  -4.65414  -4.56488
P  -0.86755  -4.47484  -3.12109
O  -0.09285  -4.80975  -4.44859
O  -1.12595  -5.93624  -2.51723
O  -0.11674  -3.62175  -2.15760
P  -2.09122  -2.15987  -4.20687
O  -3.38789  -1.51203  -4.88741
O  -1.12891  -2.56667  -5.27867
O  -1.71036  -1.34756  -2.99508
H  -3.53068  -4.83425  -1.89429
H  -4.43619  -3.49005  -2.61668
H  -3.05246  -3.15349  -1.56183
H  -2.75058  -4.30071  -5.40272
H  -0.07170  -3.94899  -4.96132
H  -0.46077  -6.55886  -2.82998
H  -3.08301  -0.72103  -5.36676
S  -0.66500  0.80892  -6.15130
Sb  1.22942  0.54097  -4.84166
S  1.75903  -1.70831  -4.18462
S  3.30071  1.42828  -3.03815
N  5.02679  -2.14433  -3.64143
C  4.48456  -1.19965  -2.79416
O  4.10762  -1.50883  -1.67698
C  4.59202  0.21317  -3.34942
I  3.30489  0.63360  -6.98910
H  4.77143  -3.08388  -3.37421
H  4.88834  -1.94355  -4.62204
H  5.50991  0.59753  -2.88831
H  4.76415  0.16558  -4.42617
N  2.96705  -5.67110  4.60142
C  2.70782  -5.08461  3.64753
C  2.38412  -4.35753  2.44180
C  1.30848  -4.75161  1.65787
C  1.04162  -4.02031  0.50997
N  1.76366  -2.96680  0.13558
C  2.80431  -2.61322  0.88542
C  3.15628  -3.27251  2.05370
H  0.68660  -5.59223  1.93041
H  0.21089  -4.27320  -0.13230
H  3.39208  -1.77912  0.52430
H  4.00181  -2.94058  2.63849

(3)
C38H55N2OPdS3Te | ωB97M-V with the def2-TZVPD basis set

**Multiplicity**: 4
**Kohn-Sham gap (spin up / spin down)**: 6.83 / 5.37 eV
**ΔE to the lowest compared entry with this formula, charge and spin**: 0.00 kJ/mol
**E_LUMO (spin up / spin down)**: 0.36 / -1.79 eV
**Energy**: -88602.618 eV
**Molecular weight**: 886.09 g/mol
**HOMO level (spin up / spin down)**: -6.5 / -7.2 eV

Element x y z (Å)
Pd  -0.77110  1.08927  -0.57916
C  -1.56765  3.56077  3.42745
C  -0.17907  2.91263  3.43373
S  0.43965  2.11375  1.91999
C  1.47045  3.37354  1.13552
C  0.75869  4.54656  0.47621
S  -0.53652  4.13126  -0.71641
C  -2.04207  3.97869  0.29883
C  -2.47068  5.13840  1.18439
S  -1.64360  5.26631  2.80414
H  -1.90667  3.63554  4.46202
H  -2.29110  2.94088  2.89901
H  -0.18813  2.09415  4.15640
H  0.57093  3.63232  3.76490
H  2.02149  2.79962  0.38858
H  2.17705  3.74591  1.88050
H  1.48783  5.12297  -0.09727
H  0.32740  5.20755  1.22142
H  -1.95621  3.07644  0.89377
H  -2.81577  3.79692  -0.45078
H  -3.54505  5.06852  1.36248
H  -2.27388  6.10009  0.70799
C  1.29358  1.97445  -3.17314
C  1.92579  1.07563  -2.11908
O  3.08011  0.67236  -2.33978
N  1.21228  0.78556  -1.02208
Te  2.72874  -0.27972  0.34021
C  3.28786  -1.49082  2.13145
C  2.55424  -2.56003  2.65100
C  1.20622  -2.96055  2.11167
C  3.07600  -3.30194  3.71163
C  4.29460  -2.99240  4.28873
C  4.85111  -3.80091  5.43278
C  4.98987  -1.89512  3.79367
C  4.50854  -1.13101  2.73610
C  5.33224  0.06376  2.30196
C  2.54093  -2.02419  -0.84618
C  1.30313  -2.57054  -1.18398
C  -0.03772  -2.02795  -0.73852
C  1.27279  -3.70810  -1.99610
C  2.42275  -4.30283  -2.47979
C  2.36696  -5.52878  -3.35495
C  3.64380  -3.73008  -2.14074
C  3.72752  -2.59819  -1.34453
C  5.08930  -2.02057  -1.05859
H  1.90220  1.92804  -4.07268
H  1.25498  3.00586  -2.81754
H  0.27277  1.67212  -3.40669
H  0.68676  -2.10074  1.69815
H  0.58716  -3.38517  2.90416
H  1.30012  -3.70762  1.31899
H  2.50215  -4.13863  4.09893
H  4.16351  -4.59324  5.72727
H  5.03643  -3.17106  6.30492
H  5.80134  -4.26387  5.15901
H  5.93747  -1.62148  4.24904
H  6.22906  0.14000  2.91640
H  4.77475  0.99653  2.40748
H  5.63859  -0.00312  1.25781
H  0.04707  -1.28782  0.05056
H  -0.67550  -2.84241  -0.38450
H  -0.54501  -1.54968  -1.57621
H  0.30654  -4.13292  -2.25447
H  1.33964  -5.85942  -3.50674
H  2.92639  -6.35366  -2.90958
H  2.80646  -5.32958  -4.33448
H  4.56103  -4.17182  -2.51863
H  5.85099  -2.53244  -1.64652
H  5.34634  -2.12769  -0.00173
H  5.10993  -0.95966  -1.31751
C  -2.16384  1.10258  -5.27697
C  -3.11303  0.99929  -4.11169
C  -4.49406  0.97523  -4.30157
C  -5.38014  0.88407  -3.22693
C  -6.87169  0.89063  -3.45314
C  -4.87856  0.79292  -1.94114
C  -3.48524  0.80277  -1.69904
C  -2.63406  0.92616  -2.81894
N  -2.86450  0.72423  -0.47122
C  -3.57691  0.23316  0.72802
C  -2.52448  -0.08010  1.80083
C  -4.34011  -1.07140  0.46095
C  -4.50041  1.33421  1.27412
H  -2.70212  1.08179  -6.22355
H  -1.44826  0.27955  -5.27198
H  -1.59109  2.03011  -5.23223
H  -4.89029  1.03346  -5.30998
H  -7.10958  0.90515  -4.51567
H  -7.33207  1.76727  -2.99395
H  -7.33810  0.00736  -3.01423
H  -5.58324  0.75109  -1.12751
H  -1.56488  0.92396  -2.62728
H  -2.15594  -1.10482  1.70686
H  -2.95224  0.03669  2.79841
H  -1.66947  0.58767  1.71275
H  -3.68308  -1.78667  -0.03840
H  -5.23346  -0.95133  -0.14517
H  -4.63928  -1.49725  1.42035
H  -3.91983  2.22481  1.52229
H  -4.98303  0.97460  2.18376
H  -5.27478  1.63218  0.57131

(4)
C38H56Br2N2O5S | ωB97M-V with the def2-TZVPD basis set

**SMILES string**: COCCCCCCCCCCCc1ccc2c(c1)C(=O)c1cc(CCCS)cc([C@H](Br)[C@@H](C)Br)c1C2=O.CNC(C)=O.CNC(C)=O
**Kohn-Sham gap**: 7.61 eV
**ΔE to the lowest compared entry with this formula, charge and spin**: 1237.86 kJ/mol
**E_LUMO**: -1.00 eV
**Energy**: -204441.154 eV
**Molecular weight**: 812.75 g/mol
**HOMO level**: -8.6 eV

Element x y z (Å)
C  -0.26976  6.41629  -0.16325
O  0.87280  6.28512  -1.05994
C  1.05249  4.90158  -1.44173
C  2.16177  4.79045  -2.59845
C  3.19794  3.55271  -2.37529
C  2.80370  2.41993  -3.44550
C  3.99459  1.33873  -3.70909
C  3.27202  -0.04358  -4.12838
C  4.26195  -1.11491  -4.80165
C  3.56980  -2.58823  -4.69262
C  2.30855  -2.74861  -5.69756
C  0.92128  -3.06014  -4.94343
C  -0.38622  -2.64265  -5.83502
C  -1.20041  -1.60725  -4.88956
C  -0.81072  -0.11403  -4.85992
C  -1.60378  0.83096  -3.88280
C  -2.73005  0.19508  -3.01097
C  -3.12769  -1.32501  -3.10379
C  -2.35319  -2.25294  -4.05892
C  -4.32137  -1.83772  -2.14403
O  -5.19424  -2.64213  -2.54216
C  -4.28662  -1.20542  -0.66038
C  -4.62048  -2.09685  0.55462
C  -4.52325  -1.44498  1.96343
C  -4.82947  -2.37703  3.25822
C  -3.37401  -2.72680  3.91516
C  -2.26158  -3.13641  2.82848
S  -1.09122  -1.71623  2.45665
C  -4.10648  0.06231  2.07247
C  -3.76653  0.96842  0.84657
C  -3.29832  2.48954  0.90379
Br  -1.27953  2.43203  0.77493
C  -3.65459  3.27132  2.26409
C  -5.20733  3.23141  2.66881
Br  -2.43896  2.76896  3.79207
C  -3.86786  0.30687  -0.55386
C  -3.56844  1.06881  -1.94249
O  -3.96907  2.22297  -2.22088
H  0.06028  5.98903  0.84843
H  -0.58227  7.51175  -0.10922
H  -1.15184  5.84524  -0.63003
H  0.04791  4.54736  -1.88854
H  1.25716  4.20493  -0.54668
H  2.78898  5.74456  -2.57797
H  1.64001  4.68373  -3.61947
H  3.09348  3.14763  -1.30142
H  4.25685  3.97571  -2.56739
H  2.46836  2.83340  -4.45456
H  1.94064  1.80490  -2.98812
H  4.67159  1.64910  -4.58150
H  4.62470  1.16429  -2.76922
H  2.83377  -0.52029  -3.18248
H  2.47699  0.22639  -4.91031
H  5.31338  -1.10805  -4.31935
H  4.41001  -0.86554  -5.92081
H  3.30115  -2.76850  -3.59428
H  4.38943  -3.34230  -4.98832
H  2.52198  -3.62223  -6.39946
H  2.16625  -1.74615  -6.25416
H  0.84512  -4.14875  -4.55921
H  0.92652  -2.41488  -3.98234
H  -0.99865  -3.61345  -5.94124
H  -0.09517  -2.18140  -6.83538
H  0.01251  0.37633  -5.46919
H  -1.34542  1.95120  -3.82508
H  -2.61824  -3.35833  -4.11995
H  -4.88914  -3.20433  0.39524
H  -5.48736  -1.83836  4.01529
H  -5.26598  -3.39319  2.94494
H  -3.42991  -3.57787  4.67995
H  -2.99007  -1.75703  4.41781
H  -2.67503  -3.53454  1.84376
H  -1.58537  -3.97399  3.24926
H  -1.51580  -1.15411  1.25275
H  -4.06348  0.48320  3.14294
H  -3.65577  3.13671  0.03830
H  -3.40752  4.38400  2.06878
H  -5.68615  2.19815  2.61975
H  -5.29574  3.59505  3.76101
H  -5.83386  3.90656  1.96956
C  1.52478  -0.64187  5.93448
N  0.16051  -0.45092  5.49164
C  -0.77593  0.40587  5.97255
C  -0.39388  1.30756  7.11562
O  -1.89465  0.42425  5.47184
H  2.18801  -0.44115  5.09008
H  1.63712  -1.68497  6.23747
H  1.78763  0.00845  6.76616
H  -0.17512  -1.01556  4.72276
H  -1.24767  1.93041  7.38495
H  -0.11259  0.71150  7.98637
H  0.43044  1.96027  6.82007
C  5.89650  -2.85180  2.33968
N  5.65634  -2.76714  3.76420
C  4.50082  -3.01093  4.44116
C  3.28953  -3.42427  3.64917
O  4.47104  -2.89083  5.65989
H  6.69337  -3.57908  2.16886
H  6.22781  -1.87181  1.98892
H  5.00777  -3.15217  1.78866
H  6.42220  -2.49502  4.36447
H  2.45043  -3.58092  4.32776
H  3.01833  -2.63802  2.94109
H  3.48718  -4.36035  3.12247